1.
C17H26Br2F4N5PY as an isolated structure, computed with ωB97M-V with the def2-TZVPD basis set.

The spin multiplicity is 1. Its calculated total energy is -6863.4139 hartree. The calculation puts the frontier orbital gap at 7.5 eV. The HOMO energy is -16.81 eV. As for the energy relative to the best compared isomer or geometry (same formula, charge and spin): 0.0 kJ/mol. As for the charge: +3. The molar mass is 656.1 g/mol.

```
56
Properties=species:S:1:pos:R:3:forces:R:3:nbo_charge:R:1
Y 1.16718 -0.04022 -1.24782 -0.2 -0.1 -0.5 1.89
C 3.56893 1.82061 -2.17893 0.1 -0.1 0.0 -0.44
N 3.42768 0.37310 -1.87009 0.0 0.0 0.1 -0.58
C 4.09728 -0.41143 -2.93485 0.0 0.0 0.1 -0.42
C 4.04426 0.04928 -0.54688 0.2 0.1 0.0 -0.26
C 3.43620 0.84793 0.60851 0.1 -0.1 0.0 -0.25
N 1.97853 0.90177 0.43922 0.1 0.1 0.3 -0.93
C 1.26062 1.90182 1.10271 0.1 -0.1 -0.1 0.04
C 0.13266 2.40842 0.46320 0.0 -0.1 0.2 0.23
F -0.14210 1.84134 -0.80592 0.0 0.0 0.0 -0.38
C -0.71058 3.36116 0.98427 0.1 0.0 0.0 0.36
F -1.78327 3.73343 0.29416 0.0 0.0 0.0 -0.28
C -0.41020 3.90428 2.22140 0.0 0.0 0.0 -0.33
C 0.71734 3.44417 2.88236 0.1 0.0 0.0 0.38
F 1.03210 3.93701 4.06179 0.0 0.0 0.0 -0.26
C 1.54212 2.45235 2.34977 -0.2 0.1 0.0 0.34
F 2.58243 2.01349 3.04871 0.0 0.0 0.0 -0.28
H 4.62608 2.09809 -2.19678 0.0 0.0 0.0 0.24
H 3.14670 2.02187 -3.16336 0.0 0.0 0.0 0.23
H 3.05996 2.42321 -1.42745 0.0 0.0 0.0 0.22
H 5.16402 -0.17891 -2.96498 0.0 0.0 0.0 0.24
H 3.98251 -1.47792 -2.74067 0.0 0.0 0.0 0.22
H 3.65633 -0.15737 -3.89855 0.0 0.0 0.0 0.22
H 3.94025 -1.03227 -0.38811 -0.1 0.0 0.0 0.22
H 5.11966 0.25123 -0.58091 0.0 -0.1 0.0 0.25
H 3.73327 0.36512 1.54108 0.0 0.0 0.0 0.25
H 3.85339 1.85784 0.63437 0.0 0.0 0.0 0.22
H -1.02843 4.67867 2.65587 0.0 0.0 0.0 0.29
Br 0.29251 0.09102 -4.12978 0.0 -0.1 0.1 0.18
C 0.81015 -1.76740 -4.39048 0.0 -0.1 -0.1 -0.49
Br 1.12887 -2.74866 -2.73732 0.0 0.2 0.0 0.17
H 1.73379 -1.77681 -4.95670 0.0 0.0 0.0 0.27
H -0.00897 -2.26275 -4.89816 0.0 0.0 0.0 0.28
C -4.22162 -0.44236 1.35673 0.1 0.0 0.1 -0.05
N -3.05749 -0.83669 2.29943 0.0 0.0 0.0 -0.39
C -3.09682 -2.37361 2.48060 0.0 0.1 0.0 -0.05
N -3.04126 -3.01847 1.21845 0.1 0.0 0.0 -0.42
C -4.15622 -2.60107 0.36835 0.0 0.0 0.0 -0.08
N -4.12919 -1.15693 0.13483 0.1 0.0 0.0 -0.42
C -3.01035 -0.73519 -0.70203 -0.2 0.0 0.0 -0.50
P -1.39082 -1.14343 0.10313 0.2 0.1 0.1 0.66
C -1.73087 -0.37678 1.76118 -0.2 -0.1 0.1 -0.52
C -1.74474 -2.90416 0.56001 -0.1 -0.1 0.0 -0.50
H -4.16147 0.63550 1.20961 0.0 0.0 0.0 0.23
H -5.13466 -0.69966 1.89328 0.0 0.0 0.0 0.25
H -3.21416 -0.39792 3.21018 0.0 0.0 0.0 0.45
H -4.03830 -2.58716 2.98668 0.0 0.0 0.0 0.25
H -2.25756 -2.64205 3.12152 0.0 0.0 0.0 0.24
H -5.09335 -2.86242 0.86000 0.0 0.0 0.0 0.24
H -4.10752 -3.12594 -0.58392 0.0 0.0 0.0 0.23
H -3.07585 0.33874 -0.89318 0.0 0.0 0.0 0.25
H -3.07352 -1.24285 -1.66673 0.0 0.0 0.0 0.26
H -1.75152 0.71297 1.69748 0.0 0.0 -0.1 0.26
H -0.95905 -0.65862 2.47998 0.0 0.0 0.0 0.26
H -0.96091 -3.28668 1.21716 0.0 0.0 0.0 0.25
H -1.74402 -3.51866 -0.34243 0.0 0.0 0.0 0.26
```
Positions in Å, forces in eV/Å.

---

2.
A single C2H4N2O2 molecule, computed with ωB97M-V with the def2-TZVPD basis set.

The SMILES is [H]/N=C(\N)OC=O. The spin multiplicity is 1. Its calculated total energy is -338.6083 hartree. The calculation puts the frontier orbital gap at 10.7 eV. The HOMO energy is -10.09 eV. As for the energy relative to the best compared isomer or geometry (same formula, charge and spin): 117.8 kJ/mol. As for the charge: 0. The molar mass is 88.1 g/mol.

```
10
Properties=species:S:1:pos:R:3:forces:R:3:nbo_charge:R:1
N 1.69889 -0.11797 -0.10415 0.0 0.1 0.0 -0.83
C 0.34931 0.06087 -0.25299 0.0 0.2 -0.2 0.69
O -0.33022 -0.78794 0.57401 0.0 -0.1 -0.1 -0.53
N -0.30237 0.79915 -1.05372 0.3 -0.1 0.1 -0.77
C -1.67867 -0.51769 0.69745 -0.5 -0.3 0.1 0.66
O -2.47717 -1.39720 0.76351 0.4 0.4 0.1 -0.51
H 2.02473 -0.53846 0.75216 -0.1 0.0 -0.1 0.40
H 2.30296 0.57260 -0.51862 -0.1 -0.1 0.0 0.39
H 0.30480 1.37233 -1.62994 0.0 0.0 0.0 0.35
H -1.89225 0.55430 0.77230 0.0 -0.1 -0.1 0.14
```
Positions in Å, forces in eV/Å.

---

3.
A 2-piece molecular cluster, C23H22N2O3 overall at a distorted geometry, computed with ωB97M-V with the def2-TZVPD basis set.

The spin multiplicity is 1. Its calculated total energy is -1224.2493 hartree. The calculation puts the frontier orbital gap at 8.2 eV. The HOMO energy is -7.91 eV. As for the energy relative to the best compared isomer or geometry (same formula, charge and spin): 1886.3 kJ/mol. As for the charge: 0. The molar mass is 374.4 g/mol.

```
50
Properties=species:S:1:pos:R:3:forces:R:3:nbo_charge:R:1
C 3.43634 -5.18994 -0.19510 5.5 -2.3 -3.1 -0.62
C 2.54946 -5.81723 0.71047 -0.9 -3.5 2.5 -0.11
O 1.24984 -6.27416 0.08416 11.2 -6.3 3.8 -0.44
C 0.36246 -5.50130 -0.12647 -3.5 0.4 -2.6 0.23
C -0.60726 -6.06237 -0.85327 -8.0 -4.1 -2.0 -0.18
C -1.82205 -5.36880 -0.91160 3.1 -0.8 0.1 -0.19
C -1.79897 -4.05931 -0.45476 -12.1 -3.0 -5.8 -0.20
C -0.79193 -3.43992 -0.15735 6.9 3.0 4.6 -0.13
C 0.31235 -4.26701 0.14365 3.0 9.8 3.5 -0.26
H 1.19987 -3.69789 0.73200 -2.2 -1.5 -1.5 0.24
C -0.89812 -2.06209 0.38438 5.5 0.7 -0.2 0.64
O -0.09527 -1.74817 1.21713 0.6 -0.2 3.5 -0.58
N -1.24317 -1.10544 -0.47930 -6.3 -0.7 -3.1 -0.57
C -1.69702 0.25320 -0.24406 0.8 -0.9 -2.9 0.15
C -1.02773 0.97495 0.64429 2.8 -1.5 7.4 -0.23
C -1.23094 2.28185 0.98997 -3.3 1.5 -8.0 -0.08
C -1.83991 3.04272 -0.06127 -3.2 -7.0 -1.0 0.21
C -2.52298 2.21311 -1.07039 -1.9 8.7 -3.0 -0.19
C -2.48569 0.98496 -1.30652 3.8 -7.8 4.9 -0.24
H -2.89089 0.28636 -1.92411 -1.6 -0.8 -2.5 0.22
H -3.14717 2.70796 -1.99381 1.4 -0.1 2.6 0.20
N -2.33330 4.25928 0.02431 -2.6 8.3 -0.4 -0.69
C -1.46302 5.40541 0.00141 1.0 -4.5 -1.7 0.69
O -1.80972 6.49260 0.24048 -1.3 3.1 0.8 -0.56
C -0.03416 5.08150 -0.40019 0.3 7.3 9.3 -0.17
C 0.56562 4.24083 -1.06210 4.8 -7.0 -5.9 -0.17
C 2.13529 3.94226 -1.11203 -13.3 -8.7 -10.9 -0.19
C 2.67470 4.63416 -0.36437 15.3 6.6 9.9 -0.19
C 2.38287 5.47528 0.69043 -7.7 1.6 -1.1 -0.26
C 1.02555 5.83723 0.73273 0.5 -3.1 -3.7 -0.10
H 0.50382 6.54921 1.27444 -0.4 1.3 1.4 0.21
H 3.08357 6.07592 1.08174 2.5 1.6 2.0 0.22
H 3.84971 4.43903 -0.36134 -1.8 0.5 -0.1 0.18
H 2.45710 3.18166 -1.84737 0.0 0.8 0.7 0.23
H -0.01658 3.60326 -1.69519 -0.2 -0.5 -0.6 0.20
H -3.40111 4.70670 -0.20130 3.7 -2.6 0.9 0.43
C -0.67621 3.11255 1.87088 -7.3 0.2 10.1 -0.51
H -0.81694 2.45104 3.19222 0.4 1.4 -3.3 0.13
H -1.26067 3.99570 2.22854 0.7 -0.5 -1.1 0.24
H 0.23438 3.18490 1.96096 9.6 1.3 0.3 0.20
H -0.43202 0.55945 1.69715 -1.4 0.0 -3.7 0.25
H -1.99636 -1.70150 -0.95731 0.9 2.1 -0.6 0.37
H -2.75701 -3.48394 -0.77278 1.2 -0.8 1.1 0.17
H -2.63814 -5.79881 -1.39009 -1.5 -0.6 -0.5 0.21
H -0.83088 -7.25551 -1.06556 1.7 3.2 0.4 0.23
H 3.09831 -6.72432 1.05189 -1.2 0.0 -0.1 0.20
H 2.43416 -5.25493 1.64039 -0.7 0.2 -0.3 0.20
H 4.51699 -4.83275 0.26296 -3.0 -1.0 -1.2 0.24
H 3.58245 -5.85913 -1.24350 0.1 1.2 3.1 0.21
H 2.91033 -4.46854 -0.60544 -1.7 4.6 -1.9 0.21
```
Positions in Å, forces in eV/Å.

---

4.
C41H48BF2GeO2RbSb2 as an isolated structure, computed with ωB97M-V with the def2-TZVPD basis set.

The spin multiplicity is 2. Its calculated total energy is -4547.6452 hartree. The calculation puts the frontier orbital gap (spin up / spin down) at 6.1 / 5.1 eV. As for the expectation value of S²: 0.7533. The HOMO energy (spin up / spin down) is -3.95 / -3.94 eV. As for the energy relative to the best compared isomer or geometry (same formula, charge and spin): 180.2 kJ/mol. As for the charge: -1. The molar mass is 1023.2 g/mol.

```
98
Properties=species:S:1:pos:R:3:forces:R:3:mulliken_spin:R:1
Rb -1.00326 1.30473 -2.30030 0.1 0.3 0.1 -0.12
C -3.86715 -2.39179 -4.31863 0.0 0.0 0.0 -0.01
Sb -1.85686 -1.98312 -3.70244 0.0 0.0 0.0 0.03
C -1.13773 -1.57276 -5.68150 0.0 0.0 0.0 0.02
C -1.13959 -4.04237 -3.72087 0.0 0.0 0.0 0.02
C -1.19129 -4.68526 -2.36860 0.0 0.0 0.0 -0.02
C -2.44640 -4.90822 -1.79482 0.0 0.0 0.0 0.01
C -2.59569 -5.47085 -0.54075 0.0 0.0 0.0 0.00
C -1.46356 -5.83624 0.17480 0.0 0.0 0.0 0.00
C -0.21509 -5.63212 -0.38394 0.0 0.0 0.0 0.00
C -0.04627 -5.05693 -1.64720 0.0 0.0 0.0 0.00
C 1.34945 -4.85114 -2.14454 0.0 0.0 0.0 0.00
Sb 2.34814 -3.03326 -1.40631 0.0 0.0 0.0 0.00
C 2.06858 -1.90151 -3.21042 0.0 0.0 0.0 -0.01
C 0.67113 -2.26111 -0.33236 0.0 0.0 0.0 0.10
H -4.45962 -2.77095 -3.48745 0.0 0.0 0.0 0.00
H -3.87245 -3.11481 -5.13474 0.0 0.0 0.0 0.00
H -4.29056 -1.44624 -4.65405 0.0 0.0 0.0 0.00
H -1.39210 -2.39969 -6.34577 0.0 0.0 0.0 0.00
H -0.05625 -1.43866 -5.66988 0.0 0.0 0.0 0.00
H -1.60915 -0.65411 -6.02432 0.0 0.0 0.0 0.00
H -0.13143 -4.00272 -4.12942 0.0 0.0 0.0 0.00
H -1.76789 -4.57733 -4.43722 0.0 0.0 0.0 0.00
H -3.32847 -4.62624 -2.36024 0.0 0.0 0.0 0.00
H -3.58466 -5.61972 -0.12608 0.0 0.0 0.0 0.00
H -1.55230 -6.27682 1.15992 0.0 0.0 0.0 0.00
H 0.67115 -5.91820 0.17348 0.0 0.0 0.0 0.00
H 1.41017 -4.81673 -3.23180 0.0 0.0 0.0 0.00
H 1.97932 -5.67599 -1.81081 0.0 0.0 0.0 0.00
H 2.53218 -2.43340 -4.04267 0.0 0.0 0.0 0.00
H 2.53131 -0.92209 -3.09894 0.0 0.0 0.0 0.00
H 1.00823 -1.75872 -3.41436 0.0 0.0 0.0 0.00
H 0.49382 -2.85886 0.56132 0.0 0.0 0.0 0.00
H -0.22028 -2.28547 -0.95848 0.0 0.0 0.0 -0.05
H 0.90108 -1.23536 -0.04438 0.0 0.0 0.0 -0.05
C 2.19817 0.11712 3.70602 0.0 0.0 0.0 0.00
C 1.00776 0.41525 3.05458 0.0 0.0 0.0 0.00
C 1.03338 0.84357 1.73405 0.0 0.0 0.0 0.02
C 2.22434 0.99349 1.01659 0.0 0.0 0.0 0.00
C 3.40548 0.69632 1.70027 0.0 0.0 0.0 0.00
C 3.39703 0.26335 3.02242 0.0 0.0 0.0 0.00
Ge 2.11654 1.44841 -0.95006 0.2 0.0 0.1 0.02
C 1.51315 3.37658 -0.81442 0.0 0.0 0.1 0.00
C 1.24651 4.07745 -1.99512 0.0 0.0 0.0 0.00
C 0.80313 5.39451 -1.98862 0.0 0.0 0.0 0.00
C 0.60312 6.05073 -0.78218 0.0 0.0 0.0 0.00
C 0.85402 5.37751 0.40612 0.0 0.0 0.0 0.00
C 1.30239 4.06193 0.38578 0.0 0.0 0.0 0.00
C 4.07545 1.73795 -1.29098 0.0 0.0 0.0 0.00
C 4.69816 2.98662 -1.34118 0.0 0.0 0.0 0.00
C 6.06017 3.11285 -1.59262 0.0 0.0 0.0 0.00
C 6.84333 1.98469 -1.79285 0.0 0.0 0.0 0.00
C 6.24931 0.73032 -1.74391 0.0 0.0 0.0 0.00
C 4.88594 0.61849 -1.50485 0.0 0.0 0.0 0.00
H 2.18972 -0.22866 4.73338 0.0 0.0 0.0 0.00
H 0.06053 0.30084 3.56984 0.0 0.0 0.0 0.00
H 0.09210 1.06850 1.23945 0.0 0.0 0.0 0.01
H 4.35744 0.80170 1.19102 0.0 0.0 0.0 0.00
H 4.33373 0.03717 3.52017 0.0 0.0 0.0 0.00
H 1.39788 3.58436 -2.95321 0.0 0.0 0.0 0.00
H 0.60713 5.90367 -2.92488 0.0 0.0 0.0 0.00
H 0.25208 7.07561 -0.76829 0.0 0.0 0.0 0.00
H 0.70551 5.88193 1.35488 0.0 0.0 0.0 0.00
H 1.50399 3.56123 1.32704 0.0 0.0 0.0 0.00
H 4.10980 3.88232 -1.17256 0.0 0.0 0.0 0.00
H 6.51345 4.09758 -1.62483 0.0 0.0 0.0 0.00
H 7.90567 2.08087 -1.98404 0.0 0.0 0.0 0.00
H 6.84806 -0.16104 -1.89515 0.0 0.0 0.0 0.00
H 4.44163 -0.37376 -1.47310 0.0 0.0 0.0 0.00
F -2.83788 0.71805 -4.41206 -0.1 0.1 -0.1 0.00
C -3.06598 2.17028 -4.09703 0.0 -0.1 0.0 0.00
F -1.72976 2.67759 -4.42318 -0.1 0.1 -0.3 0.00
H -3.60897 2.45783 -5.01254 0.0 0.0 0.0 0.00
C -1.35298 1.52990 6.24750 0.0 0.0 0.0 0.00
C -2.55942 1.87976 5.36467 0.0 0.0 0.0 0.00
C -3.85417 1.70751 6.16933 0.0 0.0 0.0 0.00
C -2.43750 3.34850 4.95706 0.0 0.0 0.0 0.00
C -2.58138 0.94837 4.15143 0.0 0.0 0.0 0.00
C -2.66304 -0.43606 4.34745 0.0 0.0 0.0 0.00
C -2.63443 -1.35502 3.30203 0.0 0.0 0.0 0.00
C -2.52788 -0.83590 2.03265 0.0 0.0 0.0 0.13
O -2.44200 -1.49011 0.81561 0.0 0.0 0.0 -0.02
B -2.29458 -0.48166 -0.10978 -0.2 -0.3 0.4 0.81
O -2.32686 0.76877 0.47548 0.1 0.1 -0.3 0.13
C -2.46040 0.52506 1.82804 0.0 0.0 0.0 -0.02
C -2.48234 1.44301 2.85059 0.0 0.0 0.0 0.00
H -1.31924 2.19107 7.11685 0.0 0.0 0.0 0.00
H -0.42135 1.64671 5.69031 0.0 0.0 0.0 0.00
H -1.40316 0.50144 6.60747 0.0 0.0 0.0 0.00
H -3.84667 2.36774 7.03990 0.0 0.0 0.0 0.00
H -3.97382 0.68331 6.52463 0.0 0.0 0.0 0.00
H -4.72394 1.95531 5.55778 0.0 0.0 0.0 0.00
H -2.42739 3.97232 5.85282 0.0 0.0 0.0 0.00
H -3.27812 3.66770 4.33786 0.0 0.0 0.0 0.00
H -1.51254 3.53835 4.40937 0.0 0.0 0.0 0.00
H -2.73331 -0.82009 5.35719 0.0 0.0 0.0 0.00
H -2.67855 -2.42129 3.47485 0.0 0.0 0.0 0.00
H -2.39496 2.49615 2.62875 0.0 0.0 0.0 0.00
```
Positions in Å, forces in eV/Å.

---

Question: Look up the calculated total energy of the third one.
Answer: -1224.2493 hartree